Model one:
{"formula": "C4H8N2O2", "method": "ωB97M-V with the def2-TZVPD basis set", "orbital_gap_ev": 8.4502, "lumo_energy_ev": 0.65, "smiles": "C/C(O)=C\\C(=O)NN", "e_homo_ev": -7.80, "symbols": ["C", "C", "O", "C", "C", "O", "N", "N", "H", "H", "H", "H", "H", "H", "H", "H"], "xyz": [[1.18777, 0.73147, 1.73296], [0.99122, -0.53422, 0.96649], [1.92454, -1.51739, 1.11808], [-0.00987, -0.73869, 0.10535], [-1.14491, 0.18253, -0.14415], [-1.81295, 0.83212, 0.60956], [-0.86848, 0.54171, -1.64802], [-1.96717, -0.04382, -2.34617], [0.23774, 1.24631, 1.88365], [1.86463, 1.40636, 1.19384], [1.61981, 0.53124, 2.72284], [2.52155, -1.29546, 1.84053], [-0.03626, -1.66337, -0.45598], [-0.01829, 0.12498, -2.01752], [-1.72069, -0.38675, -3.30131], [-2.76863, 0.58297, -2.26016]], "lowdin_charge": [-0.011, -0.367, 0.051, -0.019, -0.383, 0.111, -0.074, -0.053, 0.081, 0.099, 0.088, 0.103, 0.122, 0.088, 0.090, 0.074]}

***

Model two:
{"formula": "C4H8N2O2", "method": "ωB97M-V with the def2-TZVPD basis set", "orbital_gap_ev": 8.5166, "lumo_energy_ev": 0.50, "e_homo_ev": -8.02, "symbols": ["C", "C", "C", "C", "H", "H", "H", "H", "H", "H", "H", "H", "N", "N", "O", "O"], "xyz": [[-0.53805, -1.90480, -0.36048], [-0.05908, -0.60598, 0.20162], [0.15913, 1.70451, -0.46772], [0.53250, 2.36972, 0.64946], [0.38119, -2.33961, -0.95502], [-1.10207, -2.55966, 0.68328], [-1.36330, -1.65692, -1.25476], [0.89273, -1.68185, 2.86738], [-0.32391, 0.03020, -2.70221], [-0.06409, 2.36268, -1.32092], [0.60637, 3.50276, 0.34875], [1.05780, 2.05785, 1.57857], [0.32750, -0.37480, 1.36099], [0.05725, 0.45178, -0.76539], [0.17575, -1.59343, 1.97586], [-0.73972, 0.23755, -1.83942]], "lowdin_charge": [-0.037, -0.378, -0.249, -0.013, 0.112, 0.185, 0.122, 0.224, 0.140, 0.122, 0.073, 0.043, 0.033, -0.145, -0.194, -0.039]}

***

Model three:
{"formula": "C4H8N2O2", "method": "ωB97M-V with the def2-TZVPD basis set", "orbital_gap_ev": 10.5416, "lumo_energy_ev": 0.74, "smiles": "C[C@H](N)C(=O)NC=O", "e_homo_ev": -9.80, "symbols": ["C", "C", "N", "C", "O", "N", "C", "O", "H", "H", "H", "H", "H", "H", "H", "H"], "xyz": [[1.08097, -0.88794, -2.10563], [0.09104, -0.15154, -1.21951], [-0.27812, 1.12590, -1.81049], [0.72032, 0.05414, 0.16053], [1.85606, 0.43116, 0.30945], [-0.07368, -0.14421, 1.29518], [-1.43741, -0.33943, 1.39409], [-2.03388, -0.17433, 2.42471], [1.32486, -1.87883, -1.70731], [0.70093, -0.92680, -3.12099], [2.02772, -0.34470, -2.13878], [-0.80456, -0.74759, -1.11075], [-1.11201, 1.54524, -1.42547], [0.47882, 1.79836, -1.75135], [0.36684, 0.15703, 2.15757], [-1.91556, -0.74191, 0.49328]], "lowdin_charge": [-0.052, -0.392, 0.064, -0.421, 0.098, 0.144, -0.316, 0.061, 0.090, 0.080, 0.081, 0.112, 0.075, 0.088, 0.159, 0.129]}

***

Model four:
{"formula": "C4H8N2O2", "method": "ωB97M-V with the def2-TZVPD basis set", "orbital_gap_ev": 10.1962, "lumo_energy_ev": 0.90, "smiles": "O=NN1CCCCO1", "e_homo_ev": -9.30, "symbols": ["O", "N", "N", "C", "C", "C", "C", "O", "H", "H", "H", "H", "H", "H", "H", "H"], "xyz": [[-1.49507, -0.04373, -1.74973], [-0.32510, 0.22617, -1.71806], [0.08737, 0.78755, -0.53725], [1.44800, 0.67830, -0.04885], [1.57550, -0.40096, 1.04449], [0.33513, -1.29771, 1.05729], [-0.94888, -0.50584, 1.09345], [-0.81656, 0.81272, 0.47088], [1.78424, 1.69570, 0.34757], [2.06215, 0.44922, -0.95570], [2.46639, -0.99797, 0.89545], [1.69977, 0.05893, 2.07434], [0.31125, -1.99561, 1.92888], [0.34750, -1.92761, 0.17429], [-1.73334, -1.06638, 0.58198], [-1.23930, -0.30701, 2.09299]], "lowdin_charge": [-0.018, -0.020, -0.194, -0.142, -0.168, -0.181, -0.160, -0.076, 0.138, 0.129, 0.101, 0.129, 0.130, 0.107, 0.114, 0.110]}

***

How do the structures above rank in stability at the extremes? model three comes first and model two comes last.